Record 1
{"formula": "C30H28N6NaO3S", "method": "the ωB97M-V functional and the def2-TZVPD basis", "relative_energy_kj_mol": 24.9, "homo_ev": -3.3, "e_lumo_ev": 2.05, "charge": -1, "symbols": ["S", "Na", "O", "O", "O", "N", "N", "N", "N", "N", "N", "C", "C", "C", "C", "C", "C", "C", "C", "C", "C", "C", "C", "C", "C", "C", "C", "C", "C", "C", "C", "C", "C", "C", "C", "C", "C", "C", "C", "C", "C", "H", "H", "H", "H", "H", "H", "H", "H", "H", "H", "H", "H", "H", "H", "H", "H", "H", "H", "H", "H", "H", "H", "H", "H", "H", "H", "H", "H"], "coordinates": [[-1.138, 2.078, 0.626], [-1.353, 0.858, 3.097], [2.219, -2.611, -7.403], [2.176, -1.025, 1.216], [0.574, -0.014, 2.388], [-3.496, -0.056, 1.980], [0.079, -2.532, -1.290], [0.242, 0.827, 5.117], [-1.624, 3.231, 3.791], [-1.726, -1.727, 3.205], [-1.578, -1.452, -2.301], [1.573, 1.166, 0.533], [-0.098, -1.396, -4.816], [0.255, -2.219, -3.755], [-0.276, 3.791, 3.935], [0.960, 3.159, -0.669], [1.425, -0.052, 1.452], [1.265, -3.159, -3.960], [1.148, 1.978, 5.105], [0.528, -1.496, -6.050], [-0.757, -2.361, 1.107], [-2.738, -0.851, 1.203], [-2.833, -0.826, -0.199], [-0.799, -2.160, -0.305], [-1.730, -1.687, 1.864], [3.217, 2.365, -0.828], [-0.806, -2.450, 3.811], [2.239, 3.301, -1.164], [1.901, -3.268, -5.180], [2.861, 1.319, 0.000], [-4.393, 0.713, 1.398], [0.209, -3.113, 1.775], [-3.809, -0.021, -0.786], [-4.612, 0.745, 0.018], [-0.432, -2.068, -2.470], [-1.810, -1.495, -0.951], [0.572, 2.105, 0.191], [1.537, -2.436, -6.235], [1.886, -1.759, -8.477], [0.174, -3.182, 3.140], [0.441, 3.333, 5.210], [0.190, 0.402, 6.032], [1.694, 1.955, 4.158], [0.229, -0.831, -6.846], [0.921, -3.735, 3.693], [-0.285, 4.888, 3.907], [-3.871, 0.021, -1.866], [1.556, -3.831, -3.161], [-2.277, 3.717, 4.393], [1.023, -2.844, -1.137], [2.686, -3.996, -5.341], [0.574, 0.138, 4.445], [1.898, 1.912, 5.902], [-0.268, 3.316, 6.047], [-5.362, 1.407, -0.394], [3.584, 0.560, 0.269], [-0.837, -2.447, 4.897], [1.200, 4.083, 5.456], [2.470, 4.135, -1.818], [0.842, -1.885, -8.779], [-0.874, -0.659, -4.655], [2.534, -2.040, -9.304], [2.060, -0.710, -8.224], [4.229, 2.447, -1.208], [0.297, 3.462, 3.063], [1.002, -3.599, 1.222], [-1.913, 3.351, 2.819], [-4.970, 1.356, 2.056], [0.194, 3.874, -0.945]], "forces_ev_per_angstrom": [[0.15, 0.02, 0.04], [0.09, 0.07, 0.08], [0.04, -0.02, -0.04], [-0.11, 0.02, -0.05], [0.27, 0.30, 0.07], [-0.14, -0.17, -0.03], [0.03, -0.14, 0.01], [-0.03, 0.00, -0.12], [0.01, 0.00, -0.08], [-0.14, -0.03, 0.11], [-0.02, -0.04, -0.16], [0.10, 0.01, 0.06], [-0.06, 0.05, 0.02], [0.03, -0.02, -0.05], [0.09, -0.08, 0.05], [0.03, -0.03, 0.04], [-0.17, -0.14, -0.14], [0.00, -0.04, 0.06], [-0.03, 0.10, -0.05], [0.05, -0.03, -0.03], [0.00, 0.07, -0.05], [-0.09, 0.08, -0.04], [0.10, -0.01, 0.01], [-0.08, -0.03, -0.04], [0.11, -0.09, 0.11], [-0.08, 0.10, -0.05], [-0.06, -0.06, -0.04], [0.07, -0.10, 0.05], [0.03, -0.01, -0.05], [-0.06, -0.03, 0.09], [-0.01, -0.03, 0.01], [0.10, -0.03, -0.12], [0.02, -0.01, -0.11], [-0.04, 0.03, 0.07], [0.00, 0.10, 0.00], [0.00, 0.04, 0.20], [-0.09, 0.08, -0.07], [-0.09, 0.05, 0.11], [-0.02, 0.03, -0.02], [-0.02, 0.04, 0.15], [-0.04, -0.04, -0.05], [-0.01, 0.01, 0.01], [0.00, -0.02, 0.00], [0.00, 0.00, 0.01], [-0.01, 0.00, 0.01], [-0.01, 0.00, 0.00], [-0.01, 0.00, 0.00], [0.00, 0.01, 0.00], [-0.03, 0.00, -0.01], [0.04, 0.09, 0.04], [0.00, 0.00, 0.01], [0.05, -0.08, -0.02], [0.00, -0.01, 0.01], [0.01, 0.01, 0.01], [0.00, 0.00, -0.01], [0.01, -0.01, -0.01], [0.02, 0.00, 0.00], [0.01, 0.00, 0.00], [0.02, -0.01, 0.00], [0.00, 0.00, 0.00], [0.01, 0.00, -0.01], [0.01, -0.01, 0.01], [0.00, 0.00, 0.00], [-0.01, 0.01, -0.01], [-0.02, 0.01, -0.02], [-0.01, -0.01, -0.02], [0.01, 0.02, 0.05], [0.01, 0.01, -0.02], [-0.01, -0.01, 0.01]], "mulliken_charge": [-0.26, 0.60, -0.47, -0.82, -0.37, -0.59, -0.07, -0.33, -0.44, -0.61, -0.80, 0.30, -0.94, 0.08, -0.37, -0.81, 0.04, -0.40, -0.50, -0.32, 0.32, 0.23, 0.52, -0.15, 0.17, -0.54, -0.49, -0.52, -0.66, -0.79, -0.44, -0.12, -0.32, -0.51, 0.10, 0.75, 0.66, 0.99, -0.85, -0.74, -0.70, 0.20, 0.23, 0.36, 0.40, 0.41, 0.48, 0.38, 0.20, 0.36, 0.42, 0.15, 0.40, 0.26, 0.38, 0.40, 0.42, 0.35, 0.34, 0.33, 0.45, 0.24, 0.35, 0.37, 0.13, 0.28, 0.12, 0.40, 0.39]}

Record 2
{"formula": "C30H29AuNP2S2", "method": "the ωB97M-V functional and the def2-TZVPD basis", "homo_ev": [-10.6, -10.6], "e_lumo_ev": [-4.23, -4.23], "charge": 1, "symbols": ["Au", "S", "S", "P", "P", "N", "C", "C", "C", "C", "C", "C", "C", "C", "C", "C", "C", "C", "C", "C", "C", "C", "C", "C", "C", "C", "C", "C", "C", "C", "C", "C", "C", "C", "C", "C", "H", "H", "H", "H", "H", "H", "H", "H", "H", "H", "H", "H", "H", "H", "H", "H", "H", "H", "H", "H", "H", "H", "H", "H", "H", "H", "H", "H", "H"], "coordinates": [[-0.172, 0.310, -2.079], [2.134, -0.994, -2.013], [-2.512, -0.484, -1.835], [-1.771, -1.132, -0.052], [1.495, -1.002, -0.100], [-0.042, 1.840, -3.558], [-2.277, -0.157, 1.373], [-2.382, 0.106, 3.762], [-3.810, -4.439, 1.107], [1.564, -2.411, 2.266], [3.893, 1.956, 1.320], [0.380, 4.268, -4.432], [2.537, -4.739, 1.090], [-3.461, -3.121, 0.867], [-0.158, -0.810, -0.416], [2.109, 0.423, 0.822], [0.142, 2.912, -3.918], [2.350, -3.604, 0.315], [-1.664, -5.164, 0.284], [1.784, 2.144, 2.467], [-2.909, -5.458, 0.821], [0.413, 4.198, -5.966], [2.226, -4.714, 2.442], [-1.313, -3.847, 0.031], [-2.835, 1.407, 3.592], [-0.764, 5.169, -3.947], [1.741, -3.553, 3.030], [1.294, 1.063, 1.751], [-3.011, 1.928, 2.317], [1.860, -2.441, 0.903], [3.408, 0.873, 0.602], [-2.105, -0.681, 2.654], [1.727, 4.750, -3.875], [-2.729, 1.149, 1.205], [3.082, 2.589, 2.253], [-2.206, -2.824, 0.333], [-0.661, 6.144, -4.424], [1.892, 5.774, -4.209], [1.206, -1.500, 2.731], [0.635, 5.194, -6.349], [-3.183, -6.487, 1.016], [2.580, -3.618, -0.744], [-0.966, -5.959, 0.057], [2.371, -5.602, 3.044], [-1.736, 4.757, -4.216], [2.548, 4.132, -4.237], [-0.725, 5.308, -2.867], [1.150, 2.642, 3.190], [-4.783, -4.673, 1.518], [1.732, 4.737, -2.785], [-3.060, 2.016, 4.458], [1.513, -3.535, 4.088], [4.034, 0.386, -0.136], [-2.867, 1.545, 0.206], [1.186, 3.514, -6.316], [3.462, 3.435, 2.811], [-0.350, -3.612, -0.403], [-2.254, -0.300, 4.757], [-1.760, -1.700, 2.786], [-4.161, -2.326, 1.097], [4.902, 2.306, 1.151], [0.273, 0.733, 1.904], [-0.547, 3.879, -6.369], [-3.375, 2.939, 2.189], [2.927, -5.641, 0.638]], "forces_ev_per_angstrom": [[0.26, -1.17, -0.20], [-0.19, 0.70, -0.28], [0.20, 0.58, -0.21], [0.25, -0.13, 0.40], [-0.39, 0.14, 0.43], [0.01, 0.08, 0.26], [-0.34, -0.02, -0.05], [0.03, 0.01, 0.00], [0.00, -0.01, 0.00], [-0.01, 0.01, 0.02], [0.01, -0.01, -0.02], [0.00, 0.00, 0.03], [0.01, -0.02, 0.00], [-0.01, 0.01, 0.04], [-0.14, 0.02, 0.25], [0.25, -0.02, -0.12], [-0.01, -0.08, -0.28], [-0.04, 0.01, -0.02], [-0.01, 0.00, 0.01], [0.02, 0.00, 0.01], [0.00, 0.01, 0.00], [-0.01, -0.01, 0.01], [0.00, 0.01, 0.00], [0.03, -0.03, -0.03], [0.00, 0.00, 0.01], [-0.02, 0.01, -0.01], [-0.01, -0.02, -0.02], [-0.02, 0.03, -0.01], [0.03, 0.01, -0.01], [0.20, -0.13, -0.20], [0.01, -0.02, 0.10], [0.01, -0.01, -0.01], [0.02, 0.01, -0.03], [0.00, -0.02, 0.03], [-0.01, 0.00, 0.01], [-0.07, 0.00, -0.12], [0.01, 0.01, 0.02], [0.00, -0.01, 0.00], [0.01, 0.00, 0.00], [0.00, 0.00, 0.00], [0.00, 0.00, 0.00], [0.00, -0.01, 0.00], [0.00, 0.00, 0.00], [0.00, 0.00, 0.00], [0.00, 0.01, -0.02], [0.00, 0.00, 0.00], [-0.01, -0.02, 0.00], [0.00, 0.00, 0.00], [0.00, 0.00, 0.00], [0.00, 0.01, 0.00], [0.00, 0.00, 0.00], [0.00, 0.00, 0.00], [0.00, 0.00, 0.00], [-0.02, 0.00, 0.01], [0.00, 0.00, 0.01], [0.00, 0.00, 0.00], [-0.01, 0.01, 0.00], [0.00, 0.00, 0.00], [-0.02, 0.01, 0.01], [0.01, 0.00, 0.01], [-0.01, 0.01, 0.00], [-0.02, 0.01, -0.03], [0.00, 0.00, 0.01], [0.00, 0.00, 0.00], [0.00, 0.00, 0.00]], "mulliken_charge": [0.28, -0.45, -0.51, 0.72, 0.88, -0.56, 0.26, -0.81, -0.71, -0.27, -0.75, 1.90, -0.65, -0.37, -0.02, 0.50, -0.17, -0.28, -0.74, -0.75, -0.46, -1.61, -0.50, -0.14, -0.49, -1.58, -0.74, 0.29, -0.75, 0.55, -0.77, -0.07, -1.59, -0.33, -0.52, 0.40, 0.39, 0.40, 0.41, 0.40, 0.40, 0.38, 0.44, 0.42, 0.40, 0.40, 0.39, 0.46, 0.41, 0.39, 0.43, 0.43, 0.38, 0.46, 0.40, 0.41, 0.42, 0.44, 0.47, 0.43, 0.43, 0.14, 0.40, 0.44, 0.42]}

Record 3
{"formula": "C30H29BF4O2S", "method": "the ωB97M-V functional and the def2-TZVPD basis", "relative_energy_kj_mol": 55.6, "homo_ev": -7.7, "e_lumo_ev": 0.00, "smiles": "CC1(C)OB(C(c2cc(F)cc(F)c2)c2cc(F)cc(F)c2)OC1(C)C.Cc1ccc(-c2ccccc2)s1", "symbols": ["S", "F", "F", "F", "F", "O", "O", "C", "C", "C", "C", "C", "C", "C", "C", "C", "C", "C", "C", "C", "C", "C", "C", "C", "C", "C", "C", "C", "C", "C", "C", "C", "C", "C", "C", "C", "C", "B", "H", "H", "H", "H", "H", "H", "H", "H", "H", "H", "H", "H", "H", "H", "H", "H", "H", "H", "H", "H", "H", "H", "H", "H", "H", "H", "H", "H", "H"], "coordinates": [[-3.472, 1.129, -0.880], [2.552, -2.094, -4.769], [2.944, 2.620, -4.216], [4.584, -1.639, 3.370], [2.921, -4.887, 0.334], [0.462, 0.086, 1.607], [0.297, 1.956, 0.251], [-4.584, -0.269, 0.985], [3.927, -1.975, 2.205], [-1.118, -2.160, -0.918], [0.083, 1.114, 2.546], [-0.888, -3.006, -2.004], [-4.833, 0.813, 0.142], [-6.082, 1.577, -0.088], [1.948, -0.005, -1.864], [3.845, -3.314, 1.837], [-1.069, -2.525, -3.303], [2.572, 1.382, -3.740], [-2.634, -0.310, -0.336], [-1.363, -0.292, -2.455], [2.285, -2.607, 0.070], [3.021, -3.583, 0.751], [2.502, -1.263, 0.372], [1.285, 1.180, 3.486], [-1.153, -1.145, -3.537], [2.064, 1.273, -2.455], [2.018, -1.131, -2.682], [-1.639, -0.874, -1.193], [2.438, -0.968, -3.991], [0.695, 3.637, 1.837], [-1.127, 0.543, 3.278], [2.790, 0.262, -4.548], [3.332, -0.958, 1.470], [-0.165, 2.394, 1.592], [-3.321, -0.882, 0.738], [-1.631, 2.746, 1.460], [1.965, -0.034, -0.359], [0.913, 0.747, 0.478], [3.233, 0.324, -5.527], [-1.023, -3.217, -4.147], [-1.030, -2.479, 0.127], [1.449, 0.158, 3.853], [0.554, 4.090, 2.823], [4.390, -4.087, 2.356], [-2.212, 1.850, 1.212], [0.424, 4.382, 1.077], [1.759, 3.411, 1.692], [2.193, 1.476, 2.948], [-6.914, 1.128, 0.463], [-1.376, 0.794, -2.581], [-1.519, 1.264, 4.004], [-1.786, 3.448, 0.634], [2.712, 0.761, -0.103], [-5.960, 2.630, 0.194], [-1.068, -0.769, -4.555], [-0.611, -4.052, -1.839], [-2.939, -1.748, 1.264], [-5.295, -0.626, 1.739], [-6.317, 1.587, -1.159], [3.535, 0.075, 1.760], [1.142, 1.850, 4.338], [-1.940, 0.238, 2.604], [-0.846, -0.363, 3.831], [1.530, -2.910, -0.657], [-2.044, 3.191, 2.374], [1.752, -2.119, -2.318], [1.843, 2.175, -1.877]], "forces_ev_per_angstrom": [[-0.59, -1.11, 0.05], [-0.06, 0.85, 0.50], [-0.57, -1.06, 0.34], [-0.30, -0.33, -1.16], [-0.10, 0.97, 0.35], [0.61, 0.96, -0.34], [0.77, -0.50, 0.91], [-0.08, 0.99, -0.43], [-0.17, 0.33, 0.41], [-0.52, 0.24, -0.44], [-0.09, -0.46, -0.29], [0.02, 0.07, 0.10], [0.78, -1.11, 0.62], [-0.17, 0.53, 0.01], [0.08, 0.55, -0.52], [-0.30, 0.40, -0.36], [0.53, -0.06, -0.27], [0.07, 0.02, -0.24], [-1.19, 1.01, 1.65], [-0.18, -0.61, -0.13], [-0.06, -0.18, -0.02], [-0.05, -0.26, -0.02], [0.54, 0.35, 0.48], [-0.02, 0.19, 0.11], [0.11, -0.29, 0.51], [0.38, 0.06, -0.04], [0.10, 0.04, 0.19], [1.48, -0.49, -0.51], [0.03, -0.05, -0.61], [-0.01, -0.01, 0.13], [-0.46, 0.26, 0.23], [-0.24, -0.22, 0.64], [0.33, -0.44, 0.13], [0.09, 0.10, -0.15], [0.47, 0.57, -1.11], [-0.39, -0.19, -0.05], [0.45, 0.33, 0.02], [-2.32, -1.56, -0.18], [-0.04, 0.08, -0.15], [0.12, 0.23, 0.24], [-0.24, -0.11, -0.49], [-0.01, 0.33, -0.01], [-0.04, -0.15, -0.04], [-0.06, -0.06, 0.05], [0.18, 0.31, 0.25], [0.04, -0.18, 0.21], [-0.23, 0.01, 0.16], [-0.17, 0.08, 0.11], [0.11, 0.20, -0.07], [-0.42, -0.36, -0.04], [-0.04, -0.08, -0.06], [0.18, -0.01, 0.14], [0.24, -0.52, -0.33], [-0.19, -0.18, 0.14], [-0.02, 0.03, 0.25], [-0.12, 0.36, -0.06], [-0.22, -0.04, -0.13], [0.25, 0.17, -0.42], [-0.11, -0.13, 0.22], [-0.13, -0.35, -0.07], [-0.03, 0.00, -0.08], [0.37, 0.34, 0.11], [0.20, 0.27, -0.13], [0.48, -0.03, 0.21], [0.20, -0.11, -0.10], [0.38, 0.32, -0.27], [0.38, -0.30, -0.11]], "mulliken_charge": [-0.24, -0.36, -0.35, -0.34, -0.34, -0.52, -0.74, -0.77, 0.18, -0.13, 1.44, -0.68, 0.71, -1.30, 1.04, -1.00, -0.68, 0.31, 0.78, -0.36, -0.06, -0.08, 0.80, -1.90, -0.93, -1.32, -0.22, 0.35, 0.08, -1.85, -1.47, -0.95, -1.01, 1.93, -0.35, -1.60, 0.62, 0.56, 0.52, 0.39, 0.41, 0.41, 0.35, 0.51, -0.17, 0.41, 0.28, 0.25, 0.40, 0.43, 0.37, 0.48, 0.44, 0.27, 0.47, 0.34, 0.49, 0.38, 0.29, 0.50, 0.42, 0.07, 0.40, 0.37, 0.37, 0.47, 0.43]}